Entry from the OMol25 dataset: 5 unconnected molecules or ions with the total composition C45H51N5O10 at a distorted geometry (ωB97M-V/def2-TZVPD).

Geometry as ORCA input:
```
! RIJCOSX wB97M-V def2-TZVPD def2/J DEFGRID3
* xyz 0 1
C 0.209 4.357 4.789
C 0.804 5.799 4.187
C -0.001 6.270 2.834
C 0.936 6.470 1.505
C 0.845 5.267 0.397
C -0.589 5.147 -0.388
C -1.731 4.251 0.373
C -1.183 2.880 1.085
C -2.334 1.952 1.791
C -2.520 0.458 1.138
C -1.125 -0.378 0.917
C -0.298 -0.685 2.292
C 1.174 0.012 2.417
C 2.072 0.039 1.051
C 2.651 1.537 0.584
C 3.577 1.757 -0.787
C 3.895 0.425 -1.746
C 3.288 -1.000 -1.207
C 2.415 -1.285 0.150
C 2.011 -2.851 0.407
O 1.447 -3.490 1.434
N 2.531 -3.487 -0.900
C 3.340 -2.527 -1.799
O 3.936 -2.944 -2.919
H -0.162 4.506 5.912
H -0.718 3.961 4.193
H 1.036 3.505 4.719
H 0.565 6.604 5.035
H 1.978 5.769 4.045
H -0.908 5.542 2.703
H -0.476 7.338 3.077
H 0.798 7.535 0.985
H 2.065 6.477 1.894
H 1.220 4.285 0.910
H 1.657 5.525 -0.439
H -0.410 4.765 -1.503
H -1.040 6.246 -0.487
H -2.496 3.902 -0.473
H -2.383 4.866 1.145
H -0.447 3.230 1.956
H -0.507 2.329 0.303
H -3.367 2.530 1.640
H -2.163 1.801 2.956
H -3.238 -0.251 1.774
H -2.990 0.616 0.053
H -1.442 -1.437 0.470
H -0.528 0.162 0.070
H -0.303 -1.862 2.480
H -0.956 -0.242 3.185
H 1.786 -0.608 3.219
H 1.064 1.100 2.848
H 2.412 2.475 1.282
H 3.963 2.837 -1.084
H 4.507 0.470 -2.743
H 1.709 -3.936 -1.360
C 2.108 -6.110 -2.745
C 1.870 -6.035 -4.119
C 1.062 -6.987 -4.742
C 0.490 -8.013 -3.976
C 0.733 -8.095 -2.599
C 1.545 -7.138 -1.987
N -0.382 -9.002 -4.621
O -0.557 -8.906 -5.845
O -0.896 -9.873 -3.905
H 2.735 -5.362 -2.263
H 2.314 -5.232 -4.703
H 0.886 -6.915 -5.813
H 0.299 -8.888 -1.993
H 1.738 -7.192 -0.917
C 1.983 -7.551 2.863
C 1.735 -8.724 3.576
C 0.424 -9.083 3.899
C -0.634 -8.257 3.497
C -0.387 -7.074 2.787
C 0.928 -6.725 2.473
N -2.016 -8.641 3.811
O -2.192 -9.685 4.457
O -2.926 -7.902 3.409
H 3.006 -7.278 2.609
H 2.563 -9.362 3.878
H 0.247 -10.000 4.456
H -1.199 -6.422 2.473
H 1.130 -5.810 1.919
C 2.777 -0.654 -7.855
C 3.404 -1.245 -6.757
C 2.661 -1.583 -5.625
C 1.283 -1.328 -5.604
C 0.652 -0.728 -6.701
C 1.406 -0.391 -7.827
N 0.492 -1.704 -4.426
O 1.091 -2.216 -3.468
O -0.729 -1.493 -4.459
H 3.359 -0.397 -8.738
H 4.473 -1.445 -6.786
H 3.165 -2.043 -4.777
H -0.416 -0.520 -6.696
H 0.924 0.072 -8.686
C -6.166 8.472 0.617
C -5.658 7.180 0.761
C -4.629 6.930 1.671
C -4.118 7.985 2.439
C -4.621 9.285 2.292
C -5.648 9.523 1.376
N -3.053 7.724 3.416
O -2.622 6.565 3.503
O -2.651 8.676 4.099
H -6.972 8.661 -0.090
H -6.066 6.367 0.165
H -4.244 5.918 1.771
H -4.230 10.113 2.878
H -6.048 10.528 1.257
*
```

## Properties
Gap between HOMO and LUMO (hartree): 0.277
SMILES string: CCCCCCCCCCCCCc1cccc2c1C(=O)NC2=O.O=[N+]([O-])c1ccccc1.O=[N+]([O-])c1ccccc1.O=[N+]([O-])c1ccccc1.O=[N+]([O-])c1ccccc1
DFT total energy (eV): -75391.518


Entry from the OMol25 dataset: a molecular structure, C45H54Br2ClN2O2PdSi (ωB97M-V/def2-TZVPD).

Geometry as ORCA input:
```
! RIJCOSX wB97M-V def2-TZVPD def2/J DEFGRID3
* xyz 1 5
Pd -0.190 1.878 0.089
O 3.468 2.792 4.063
C 2.868 1.669 4.564
C 3.264 1.052 5.741
C 2.606 -0.093 6.160
C 1.561 -0.630 5.414
C 1.171 -0.007 4.241
C 1.823 1.145 3.815
C 1.422 1.850 2.541
O 0.122 1.713 2.212
N 2.359 1.553 1.489
N 1.975 1.670 0.205
C 2.757 1.371 -0.751
C 2.350 1.376 -2.157
Br 0.563 1.896 -2.552
C 3.203 1.046 -3.121
C 2.980 0.949 -4.577
C 1.913 0.224 -5.099
C 1.740 0.130 -6.472
C 2.626 0.765 -7.330
C 3.700 1.480 -6.815
C 3.884 1.560 -5.443
H 4.111 3.139 4.692
H 4.079 1.468 6.324
H 2.915 -0.570 7.080
H 1.052 -1.523 5.750
H 0.353 -0.404 3.652
H 1.451 2.957 2.750
H 3.302 1.280 1.724
H 3.780 1.053 -0.551
H 4.214 0.833 -2.777
H 1.230 -0.285 -4.431
H 0.914 -0.443 -6.870
H 2.486 0.695 -8.401
H 4.398 1.968 -7.482
H 4.729 2.107 -5.041
C -3.536 6.127 1.691
C -3.462 4.722 1.851
C -2.371 4.040 1.405
C -1.294 4.710 0.765
C -0.147 4.044 0.252
C 0.908 4.731 -0.252
C 0.860 6.152 -0.327
C -0.245 6.821 0.095
C -1.349 6.121 0.652
C -2.502 6.805 1.119
H -4.408 6.663 2.041
H -4.271 4.191 2.338
H -2.313 2.968 1.559
H 1.780 4.217 -0.639
H 1.705 6.692 -0.738
H -0.295 7.901 0.021
H -2.543 7.883 1.016
Cl -4.131 0.503 2.408
C -4.857 1.298 1.043
C -6.140 1.785 1.166
C -6.728 2.453 0.096
C -6.024 2.634 -1.094
C -4.745 2.143 -1.214
C -4.113 1.449 -0.153
C -2.799 0.981 -0.285
H -6.676 1.646 2.095
H -7.735 2.834 0.196
H -6.481 3.163 -1.920
H -4.187 2.288 -2.131
H -2.363 0.383 0.503
H -2.329 1.039 -1.260
C 1.431 -5.318 -1.767
C 1.417 -3.805 -1.477
C 1.126 -3.080 -2.804
C 2.836 -3.393 -1.050
Si 0.133 -3.372 -0.120
Br 0.175 -1.057 -0.136
C -1.692 -3.756 -0.553
C -2.024 -3.343 -1.996
C -2.682 -3.002 0.355
C -1.978 -5.262 -0.413
C 0.682 -3.776 1.670
C -0.401 -3.378 2.687
C 0.958 -5.282 1.835
C 1.964 -3.022 2.073
H 2.180 -5.521 -2.539
H 0.475 -5.680 -2.147
H 1.697 -5.916 -0.895
H 1.988 -3.222 -3.464
H 0.982 -2.005 -2.674
H 0.260 -3.480 -3.324
H 3.496 -3.500 -1.917
H 3.236 -4.033 -0.267
H 2.891 -2.355 -0.713
H -1.745 -2.311 -2.217
H -3.107 -3.429 -2.132
H -1.561 -3.994 -2.734
H -2.480 -1.931 0.407
H -2.718 -3.392 1.367
H -3.685 -3.122 -0.069
H -1.364 -5.874 -1.074
H -3.024 -5.448 -0.679
H -1.841 -5.620 0.609
H -1.244 -4.066 2.681
H -0.784 -2.367 2.532
H 0.038 -3.422 3.689
H 0.090 -5.902 1.609
H 1.232 -5.477 2.877
H 1.790 -5.623 1.218
H 1.894 -1.946 1.901
H 2.850 -3.393 1.565
H 2.123 -3.173 3.146
*
```

## Properties
Gap between HOMO and LUMO (alpha / beta) (hartree): 0.254 / 0.171
DFT total energy (eV): -218572.500
Relative energy (zero: lowest compared OMol25 entry of this formula, charge and spin) (eV): 0.465


Entry from the OMol25 dataset: a molecular structure, C45H55AsN4PdSSi2 (ωB97M-V/def2-TZVPD).

Geometry as ORCA input:
```
! RIJCOSX wB97M-V def2-TZVPD def2/J DEFGRID3
* xyz -2 1
Pd -1.429 0.223 0.179
C -1.199 1.160 5.199
Si -0.868 1.159 3.316
C -1.465 2.924 2.949
C 1.022 1.086 3.319
N -1.579 -0.011 2.298
C -2.432 -1.045 2.648
C -2.657 -1.464 3.962
C -3.548 -2.476 4.312
C -4.249 -3.117 3.313
C -4.034 -2.735 1.990
C -3.148 -1.726 1.600
N -2.924 -1.375 0.280
Si -3.770 -2.175 -0.966
C -3.367 -4.034 -1.054
C -3.425 -1.590 -2.715
C -5.667 -1.993 -0.871
H -0.666 2.037 5.591
H -0.808 0.279 5.715
H -2.259 1.266 5.452
H -0.699 3.651 3.248
H -2.366 3.114 3.549
H -1.722 3.116 1.908
H 1.449 2.095 3.396
H 1.488 0.611 2.460
H 1.335 0.525 4.210
H -2.111 -0.975 4.752
H -3.676 -2.748 5.358
H -4.951 -3.917 3.539
H -4.591 -3.256 1.227
H -2.277 -4.153 -1.020
H -3.730 -4.477 -1.990
H -3.780 -4.609 -0.222
H -2.412 -1.844 -3.046
H -3.551 -0.511 -2.842
H -4.140 -2.102 -3.374
H -6.134 -2.476 -0.010
H -6.130 -2.395 -1.782
H -5.909 -0.925 -0.816
S -2.502 2.179 -3.734
C -1.352 0.963 -4.082
C -0.990 0.265 -2.968
C -1.610 0.707 -1.759
C -2.482 1.744 -2.053
C -3.446 2.291 -1.100
C -4.412 3.257 -1.399
C -5.314 3.623 -0.416
C -5.248 3.021 0.838
C -4.248 2.081 1.055
N -3.380 1.739 0.120
H -1.006 0.825 -5.103
H -0.300 -0.579 -3.033
H -4.451 3.698 -2.394
H -6.070 4.377 -0.629
H -5.942 3.280 1.632
H -4.135 1.568 2.009
C 5.521 -2.486 3.616
C 4.614 -2.092 2.489
C 5.091 -1.448 1.359
C 4.255 -1.035 0.329
C 4.920 -0.309 -0.802
C 2.877 -1.274 0.400
As 1.365 -0.748 -0.850
N 0.649 0.701 -0.025
C 1.311 1.836 0.328
C 2.700 1.923 0.550
C 3.315 3.120 0.874
C 2.581 4.296 1.006
C 1.204 4.227 0.806
C 0.586 3.033 0.485
C 2.327 -0.191 -2.548
C 2.326 1.041 -3.208
C 1.738 2.310 -2.691
C 2.880 1.137 -4.483
C 3.396 0.062 -5.170
C 3.973 0.186 -6.542
C 3.356 -1.164 -4.525
C 2.834 -1.304 -3.254
C 2.779 -2.696 -2.686
C 2.386 -1.971 1.529
C 0.940 -2.340 1.760
C 3.259 -2.351 2.544
H 6.556 -2.199 3.407
H 5.495 -3.567 3.787
H 5.216 -2.002 4.549
H 6.153 -1.222 1.282
H 5.864 0.130 -0.459
H 4.294 0.485 -1.223
H 5.147 -0.995 -1.628
H 3.299 1.012 0.471
H 4.393 3.129 1.035
H 3.063 5.235 1.268
H 0.591 5.122 0.916
H -0.487 2.999 0.320
H 0.837 2.117 -2.117
H 1.484 2.964 -3.535
H 2.445 2.831 -2.030
H 2.844 2.112 -4.972
H 3.860 1.208 -6.925
H 3.480 -0.502 -7.242
H 5.044 -0.062 -6.543
H 3.743 -2.053 -5.030
H 3.367 -3.386 -3.305
H 1.740 -3.055 -2.656
H 3.144 -2.746 -1.657
H 0.241 -1.972 1.011
H 0.590 -1.922 2.710
H 0.840 -3.430 1.811
H 2.842 -2.851 3.418
*
```

## Properties
Gap between HOMO and LUMO (hartree): 0.168
DFT total energy (eV): -144430.782


Entry from the OMol25 dataset: a molecular structure, C45H56Br4N3O6P2SSiTl (ωB97M-V/def2-TZVPD).

Geometry as ORCA input:
```
! RIJCOSX wB97M-V def2-TZVPD def2/J DEFGRID3
* xyz -2 1
Tl -0.753 1.515 -0.345
N -2.709 -1.224 1.696
N -1.647 -0.483 2.236
C -1.776 0.504 3.101
N -0.609 1.109 3.492
S -3.252 0.973 3.757
H -3.551 -0.719 1.950
H -2.577 -1.162 0.671
H -0.746 -0.737 1.860
H 0.174 1.062 2.857
H -0.747 2.001 3.931
C 3.655 -1.750 0.978
C 3.134 -3.145 0.545
P 1.656 -3.032 -0.594
C 1.666 -4.774 -1.206
C 1.719 -5.102 -2.560
C 1.620 -6.425 -2.972
C 1.459 -7.441 -2.041
C 1.390 -7.126 -0.690
C 1.483 -5.805 -0.280
C 2.491 -2.185 -1.991
C 1.734 -1.355 -2.812
C 2.345 -0.672 -3.861
C 3.701 -0.803 -4.093
C 4.457 -1.655 -3.296
C 3.854 -2.345 -2.259
P 2.351 -0.469 1.413
C 1.982 -1.051 3.134
C 2.368 -0.374 4.292
C 2.005 -0.844 5.547
C 1.239 -1.993 5.670
C 0.817 -2.659 4.528
C 1.172 -2.184 3.274
C 3.508 0.929 1.732
C 4.709 0.829 2.440
C 5.516 1.941 2.618
C 5.140 3.172 2.087
C 3.962 3.280 1.366
C 3.154 2.162 1.184
H 4.329 -1.852 1.829
H 4.203 -1.303 0.147
H 2.844 -3.715 1.429
H 3.924 -3.711 0.050
H 1.824 -4.315 -3.298
H 1.655 -6.661 -4.029
H 1.380 -8.473 -2.364
H 1.243 -7.911 0.044
H 1.397 -5.564 0.776
H 0.666 -1.264 -2.637
H 1.761 -0.012 -4.487
H 4.174 -0.234 -4.884
H 5.520 -1.769 -3.477
H 4.455 -3.022 -1.663
H 2.953 0.533 4.214
H 2.315 -0.296 6.431
H 0.956 -2.359 6.651
H 0.197 -3.543 4.619
H 0.798 -2.684 2.387
H 5.019 -0.121 2.863
H 6.445 1.853 3.169
H 5.775 4.039 2.231
H 3.672 4.226 0.926
H 2.274 2.234 0.556
Br 0.889 5.409 -6.503
C 1.068 4.368 -4.923
C 2.317 4.010 -4.454
Br 3.891 4.528 -5.387
C 2.410 3.259 -3.268
Br 4.102 2.734 -2.563
C 1.295 2.829 -2.529
O 1.406 2.116 -1.460
C -0.023 3.223 -3.011
O -1.082 2.890 -2.355
C -0.072 3.977 -4.198
Br -1.819 4.475 -4.767
C -3.668 -1.302 -5.541
C -2.272 -1.158 -4.923
C -1.307 -2.075 -5.672
C -1.801 0.297 -5.022
O -2.288 -1.628 -3.568
Si -2.992 -1.038 -2.179
O -1.958 -0.731 -1.025
O -4.128 -2.178 -1.704
C -3.972 -3.581 -1.509
C -5.184 -4.042 -0.704
C -2.688 -3.896 -0.738
C -3.953 -4.293 -2.866
O -3.958 0.202 -2.689
C -4.926 1.014 -2.038
C -4.662 1.141 -0.536
C -6.304 0.379 -2.252
C -4.846 2.392 -2.692
H -3.669 -0.936 -6.572
H -4.376 -0.716 -4.954
H -3.980 -2.351 -5.529
H -1.258 -1.787 -6.724
H -1.652 -3.111 -5.599
H -0.313 -2.013 -5.238
H -1.520 0.547 -6.048
H -0.945 0.454 -4.364
H -2.577 0.980 -4.690
H -5.197 -3.535 0.264
H -5.143 -5.123 -0.542
H -6.104 -3.793 -1.239
H -2.705 -3.396 0.234
H -1.830 -3.508 -1.290
H -2.571 -4.974 -0.598
H -4.891 -4.099 -3.396
H -3.823 -5.372 -2.741
H -3.131 -3.897 -3.463
H -4.778 0.164 -0.060
H -5.353 1.849 -0.078
H -3.642 1.486 -0.373
H -6.256 -0.664 -1.931
H -6.570 0.404 -3.312
H -7.070 0.904 -1.674
H -3.813 2.754 -2.648
H -5.498 3.103 -2.178
H -5.140 2.331 -3.743
*
```

## Properties
Gap between HOMO and LUMO (hartree): 0.202
DFT total energy (eV): -386492.787
Relative energy (zero: lowest compared OMol25 entry of this formula, charge and spin) (eV): 0.371